No. 1
Density functional theory data (the ωB97M-V functional and the def2-TZVPD basis) for a 2-piece molecular cluster, C3H5N3O overall in a non-equilibrium geometry.

The geometry in XYZ format:
```
12
Properties=species:S:1:pos:R:3:forces:R:3:lowdin_charge:R:1
O -2.301 0.847 -0.685 0.3 -0.1 -0.4 -0.027
C -1.544 -0.115 -0.078 0.6 -1.1 -0.9 -0.218
C -0.239 0.304 0.445 0.1 0.0 -0.2 -0.440
N 0.438 1.006 -0.453 0.1 -0.2 0.1 0.058
N 1.561 0.285 -0.534 0.7 0.2 0.3 0.019
C 1.575 -0.681 0.415 0.3 0.1 0.1 -0.178
N 0.462 -0.667 1.097 0.3 0.0 -0.3 0.101
H -1.684 1.472 -1.097 -0.1 0.0 0.0 0.089
H -0.623 -1.015 -1.031 -3.2 1.3 1.6 0.209
H -2.190 -0.691 0.597 0.5 -0.2 -0.5 0.118
H 2.233 0.491 -1.252 0.3 0.1 0.2 0.149
H 2.397 -1.362 0.559 0.1 0.1 0.0 0.119
```
Forces are in eV/Å.

Values from the calculation:
Frontier orbital gap   0.3508 Ha
LUMO   0.59 eV

No. 2
Density functional theory data (the ωB97M-V functional and the def2-TZVPD basis) for C2BaF6NO2S2 as an isolated structure.

The geometry in XYZ format:
```
14
Properties=species:S:1:pos:R:3:forces:R:3:lowdin_charge:R:1
Ba 0.081 -3.392 0.092 -0.2 -0.2 -0.2 2.013
N -0.157 0.364 0.869 0.4 -0.7 -0.3 -0.545
S -0.851 0.054 -0.593 0.3 -0.6 0.3 0.990
O -1.130 -1.465 -0.729 0.1 0.8 0.1 -0.849
C -2.545 0.667 -0.078 0.3 0.3 0.1 -0.785
F -2.403 1.791 0.594 -0.1 0.1 0.0 0.155
F -3.169 -0.226 0.657 -0.1 -0.3 0.2 0.157
F -3.230 0.889 -1.185 -0.1 -0.1 -0.2 0.149
S 1.338 -0.150 1.164 -0.6 -0.2 -0.2 0.978
O 1.499 -1.637 0.736 0.1 0.7 0.4 -0.907
C 2.446 0.630 -0.159 -0.1 0.1 0.1 -0.773
F 2.695 -0.211 -1.150 0.0 -0.2 -0.2 0.135
F 1.841 1.705 -0.632 0.0 0.2 -0.2 0.133
F 3.585 0.982 0.412 0.1 -0.1 0.1 0.147
```
Forces are in eV/Å.

Values from the calculation:
Frontier orbital gap   0.3140 Ha
Total charge   +1
LUMO   -4.51 eV

No. 3
Density functional theory data (the ωB97M-V functional and the def2-TZVPD basis) for a 2-piece molecular cluster, C7H11FO overall in a non-equilibrium geometry.

The geometry in XYZ format:
```
20
Properties=species:S:1:pos:R:3:forces:R:3:lowdin_charge:R:1
C -1.164 0.266 -1.283 -0.1 0.1 -0.1 0.019
C 4.041 -0.022 0.222 -0.1 -1.2 -2.1 -0.029
C 2.029 -0.359 -0.152 4.9 1.5 0.6 -0.026
C 2.771 0.731 0.063 -1.3 0.2 -0.4 -0.281
C -1.456 0.077 -0.014 -0.2 -1.2 -0.5 -0.392
C -2.690 -0.769 0.310 -0.9 0.2 -1.5 -0.067
C -0.569 0.613 1.074 -1.9 3.2 0.1 -0.083
O 3.149 -1.235 -0.102 0.6 0.6 0.8 -0.082
F 2.463 2.023 0.181 0.3 0.1 0.1 0.065
H -0.318 0.781 -1.611 1.4 1.0 -0.1 0.043
H -1.745 -0.060 -2.103 -0.9 -0.6 -0.5 0.056
H 4.882 -0.022 -0.556 -1.4 0.4 1.0 0.148
H 4.458 0.010 1.208 0.1 -0.5 0.6 0.110
H 1.097 -0.643 -0.396 -2.9 -1.1 -0.7 0.059
H -2.959 -0.581 1.303 -0.4 -0.4 1.8 0.039
H -2.755 -1.845 0.021 1.0 0.6 0.6 0.091
H -3.599 -0.433 -0.237 0.7 0.4 0.0 0.084
H -1.234 1.053 1.846 0.0 -0.4 -0.1 0.085
H -0.001 1.566 0.802 -0.2 -1.8 -0.1 0.107
H -0.017 -0.098 1.601 1.2 -1.2 0.6 0.055
```
Forces are in eV/Å.

Values from the calculation:
Frontier orbital gap   0.3545 Ha
LUMO   0.94 eV

No. 4
Density functional theory data (the ωB97M-V functional and the def2-TZVPD basis) for CH5N3S as an isolated structure in a non-equilibrium geometry.

The geometry in XYZ format:
```
10
Properties=species:S:1:pos:R:3:forces:R:3:lowdin_charge:R:1
C 0.195 -0.162 -1.163 2.2 -1.1 1.8 -0.256
H -2.758 0.626 -0.474 3.7 0.1 3.4 0.144
H -1.697 0.115 1.330 0.2 1.4 -5.3 0.179
H 0.457 -0.719 -2.146 0.3 1.3 1.9 0.129
H 2.293 0.010 -0.441 -1.8 0.3 0.5 0.064
H 1.806 -0.968 2.316 -1.6 2.6 -1.7 -0.038
N -1.677 0.644 0.086 -3.8 -1.2 0.5 -0.147
N -1.041 0.007 -1.025 0.0 0.0 0.9 -0.164
N 1.303 0.088 -0.097 -0.7 -0.5 -1.6 -0.472
S 1.118 0.359 1.614 1.6 -2.8 -0.3 0.561
```
Forces are in eV/Å.

Values from the calculation:
Frontier orbital gap   0.3260 Ha
LUMO   0.33 eV

No. 5
Density functional theory data (the ωB97M-V functional and the def2-TZVPD basis) for a 25-piece molecular cluster, C55H160O25 overall in a non-equilibrium geometry.

The geometry in XYZ format:
```
240
Properties=species:S:1:pos:R:3:forces:R:3:lowdin_charge:R:1
C 0.015 -11.989 28.665 0.3 1.0 0.4 -0.035
C 1.319 -12.284 29.445 -0.8 1.7 0.9 -0.518
C 1.301 -11.828 30.899 -0.6 1.3 0.4 -0.049
O 1.507 -13.633 29.495 0.3 -2.5 -0.3 -0.037
H 0.060 -12.414 27.662 -0.1 -0.2 0.0 0.075
H -0.171 -10.922 28.541 0.4 0.3 -0.2 0.053
H -0.884 -12.293 29.201 0.2 -0.7 0.0 0.079
H 2.208 -11.857 28.981 -0.2 0.7 -0.3 0.132
H 1.088 -10.765 31.006 0.3 0.3 -0.5 0.049
H 2.240 -11.980 31.431 0.0 -0.3 -0.2 0.083
H 0.471 -12.209 31.495 0.0 -0.9 -0.2 0.077
H 1.507 -13.905 28.574 0.1 -0.6 0.0 0.091
C 8.144 -3.569 28.100 0.7 -0.7 -0.8 -0.054
C 6.836 -4.334 27.991 0.9 0.3 1.8 -0.461
C 6.511 -5.137 29.257 0.0 -0.4 0.2 -0.044
O 5.890 -3.305 27.874 -1.7 0.1 -1.3 -0.081
H 8.158 -2.921 28.977 0.1 -0.2 0.1 0.086
H 8.249 -2.933 27.221 -0.1 0.1 0.0 0.079
H 8.989 -4.256 28.050 0.3 0.1 0.5 0.079
H 6.843 -4.999 27.128 -0.3 0.3 -0.2 0.141
H 5.499 -5.541 29.232 -0.1 0.0 -0.2 0.059
H 6.566 -4.529 30.160 0.0 0.4 -0.1 0.074
H 7.167 -5.978 29.483 0.2 -0.1 -0.5 0.081
H 5.762 -2.889 28.730 0.1 0.2 0.6 0.057
C -0.096 -6.476 22.079 -2.3 -0.3 -0.9 -0.079
C 1.149 -5.843 21.543 0.1 -0.2 1.9 -0.456
C 1.383 -4.486 22.224 0.6 0.8 -0.3 -0.053
O 2.154 -6.797 21.810 1.2 0.3 -1.2 -0.057
H -0.190 -7.509 21.743 0.4 -0.2 0.1 0.082
H -0.977 -6.045 21.604 -0.3 0.5 0.1 0.070
H -0.287 -6.459 23.151 0.6 0.2 0.0 0.062
H 1.091 -5.712 20.462 0.1 -0.1 0.0 0.141
H 0.745 -3.689 21.843 -0.3 -0.1 -0.3 0.068
H 2.393 -4.107 22.066 0.2 -0.3 -0.4 0.067
H 1.275 -4.402 23.305 -0.3 -0.9 0.1 0.054
H 2.264 -6.925 22.755 -0.1 0.1 0.6 0.036
C -2.456 -9.134 30.952 0.0 0.3 0.0 -0.035
C -2.714 -8.393 32.275 -0.6 -0.6 -0.1 -0.470
C -3.562 -9.111 33.345 -0.5 -0.6 -1.2 -0.033
O -1.487 -8.083 32.869 1.4 0.9 0.4 -0.064
H -1.830 -8.514 30.310 0.4 0.3 0.3 0.065
H -3.354 -9.194 30.338 -0.3 -0.7 0.3 0.067
H -1.906 -10.069 31.069 -0.4 -0.2 0.1 0.080
H -3.169 -7.462 31.936 -0.1 0.3 0.6 0.105
H -3.805 -8.605 34.279 0.4 0.6 -0.3 0.080
H -3.067 -10.045 33.612 0.1 -0.2 0.0 0.082
H -4.512 -9.400 32.897 -0.1 -0.1 0.0 0.080
H -1.262 -8.724 33.547 -0.1 -0.2 0.0 0.101
C -0.899 -5.777 28.370 0.3 0.9 -0.3 -0.020
C -0.379 -4.336 28.655 1.1 0.1 -0.6 -0.417
C 0.725 -4.265 29.710 -1.1 -0.8 1.0 -0.028
O 0.247 -3.819 27.473 -0.9 -1.6 -1.3 -0.085
H -0.104 -6.457 28.065 0.1 0.0 0.3 0.064
H -1.596 -5.770 27.532 -0.1 0.2 0.0 0.068
H -1.458 -6.147 29.229 0.2 -0.1 0.1 0.066
H -1.261 -3.730 28.860 0.0 0.2 0.5 0.121
H 1.603 -4.833 29.401 0.0 0.1 -0.2 0.068
H 0.340 -4.773 30.594 0.1 -0.1 0.4 0.063
H 1.029 -3.267 30.027 -0.1 0.2 -0.4 0.073
H 0.617 -2.935 27.535 0.0 0.8 0.8 0.045
C 1.665 0.979 27.628 0.0 0.6 0.3 -0.039
C 1.218 -0.154 28.526 -1.4 0.7 -1.8 -0.432
C -0.313 -0.020 28.805 0.8 -0.4 0.7 -0.024
O 1.347 -1.376 27.809 -0.9 -0.3 0.7 -0.082
H 1.106 1.025 26.693 0.1 -0.2 0.0 0.065
H 2.740 0.919 27.456 0.0 0.0 -0.3 0.085
H 1.469 1.916 28.148 0.1 0.2 0.0 0.078
H 1.877 -0.089 29.392 -0.4 -0.5 0.5 0.107
H -0.615 0.965 29.160 0.3 0.1 0.3 0.075
H -0.569 -0.772 29.552 -0.2 0.1 0.0 0.049
H -0.962 -0.189 27.945 0.6 -0.3 -0.3 0.062
H 2.205 -1.500 27.396 1.0 0.0 0.1 0.027
C -5.080 -6.470 23.030 -0.8 0.3 0.9 -0.067
C -4.820 -6.071 21.638 1.9 -1.1 -2.1 -0.540
C -4.255 -7.280 20.873 0.1 -0.5 -0.5 -0.052
O -6.000 -5.722 20.978 -1.1 0.4 0.2 -0.036
H -5.468 -5.643 23.624 0.4 0.4 0.2 0.076
H -4.197 -6.901 23.501 -0.4 -0.2 0.2 0.081
H -5.964 -7.104 22.963 0.4 -0.8 0.3 0.096
H -4.160 -5.213 21.510 0.5 0.0 0.5 0.128
H -4.084 -7.141 19.805 0.0 0.7 0.0 0.075
H -4.969 -8.103 20.861 -0.3 0.0 0.4 0.080
H -3.324 -7.696 21.256 0.0 0.3 0.4 0.069
H -6.391 -5.165 21.655 -0.9 0.4 -0.4 0.083
C 4.672 -0.902 24.853 -0.6 -0.7 -0.9 -0.034
C 3.540 -1.816 25.371 0.6 0.2 -0.5 -0.443
C 3.479 -3.240 24.743 0.0 1.1 -1.2 -0.010
O 3.704 -1.929 26.748 -0.3 -0.1 1.3 -0.086
H 4.663 0.111 25.255 -0.2 -0.2 0.5 0.078
H 4.502 -0.765 23.785 0.3 -0.1 -0.3 0.067
H 5.643 -1.366 25.024 0.1 0.1 0.0 0.083
H 2.626 -1.230 25.279 -0.4 -0.4 -0.5 0.122
H 4.379 -3.831 24.913 0.1 0.1 0.5 0.089
H 3.475 -3.136 23.657 0.0 0.2 -0.2 0.060
H 2.589 -3.840 24.929 0.1 0.2 0.7 0.063
H 4.381 -2.593 26.899 0.6 -0.3 0.6 0.055
C 3.326 2.276 33.165 0.5 -0.1 0.9 -0.060
C 1.841 2.353 32.970 0.3 -0.2 -1.4 -0.527
C 1.480 2.251 31.488 -0.2 1.3 -0.2 -0.050
O 1.235 1.264 33.559 0.5 -1.4 1.4 -0.055
H 3.772 1.374 32.745 -0.1 0.1 -0.5 0.080
H 3.557 2.177 34.226 -0.1 0.2 0.2 0.077
H 3.811 3.187 32.816 0.1 -0.2 -0.2 0.083
H 1.470 3.255 33.456 -0.1 0.5 -0.3 0.137
H 0.397 2.358 31.433 -0.2 -0.3 -0.3 0.075
H 1.822 1.327 31.023 -0.1 -0.1 0.4 0.067
H 1.871 3.065 30.878 0.2 0.2 0.0 0.079
H 0.296 1.228 33.364 -0.3 0.1 0.1 0.019
C -3.235 0.276 32.340 -0.2 -0.9 1.3 -0.030
C -2.024 -0.213 33.145 -0.6 0.2 -1.9 -0.469
C -1.059 -0.924 32.233 0.4 -0.8 -0.1 -0.044
O -1.381 0.953 33.605 0.0 0.1 0.8 -0.056
H -3.808 0.852 33.066 -0.2 0.6 -0.4 0.079
H -3.891 -0.574 32.150 0.1 0.0 -0.7 0.062
H -2.924 0.837 31.458 -0.3 -0.1 0.1 0.088
H -2.377 -0.836 33.967 0.2 -0.1 0.2 0.134
H -0.653 -0.251 31.478 0.1 0.3 0.4 0.059
H -1.518 -1.719 31.647 -0.5 0.0 0.1 0.064
H -0.249 -1.419 32.769 0.2 0.3 0.1 0.092
H -2.007 1.372 34.201 0.2 0.4 0.2 0.110
C -4.921 -4.702 33.135 -0.3 0.6 0.2 -0.043
C -3.916 -3.703 32.523 -0.4 -1.8 0.3 -0.492
C -2.687 -4.472 32.076 0.4 0.4 -0.3 -0.046
O -4.500 -3.164 31.379 -0.2 0.7 -1.1 -0.050
H -5.837 -4.170 33.390 -0.1 0.2 0.3 0.075
H -4.545 -5.190 34.034 0.0 -0.1 0.0 0.081
H -5.271 -5.434 32.406 0.5 -0.2 -0.1 0.070
H -3.700 -2.902 33.230 0.3 0.0 0.3 0.125
H -2.909 -5.140 31.244 -0.4 -0.2 0.1 0.064
H -2.260 -5.058 32.890 0.0 0.1 0.0 0.075
H -1.934 -3.815 31.639 0.2 0.2 0.3 0.056
H -5.279 -2.664 31.635 -0.1 0.1 -0.1 0.092
C -1.100 -2.159 24.057 0.1 -0.3 1.6 -0.043
C -1.958 -3.354 23.675 0.7 0.0 -0.8 -0.419
C -1.881 -4.540 24.678 0.0 0.1 -0.6 -0.012
O -3.325 -3.017 23.386 -0.5 -0.3 0.8 -0.065
H -1.271 -1.879 25.096 -0.3 0.1 0.2 0.077
H -1.184 -1.235 23.485 -0.1 -0.4 -0.5 0.074
H -0.076 -2.532 24.089 0.2 0.2 -0.4 0.068
H -1.588 -3.615 22.684 0.4 -0.9 0.1 0.117
H -2.568 -5.330 24.372 -0.4 0.2 0.1 0.074
H -2.028 -4.287 25.728 -0.3 0.4 -0.3 0.042
H -0.929 -5.069 24.706 0.4 0.5 -0.4 0.068
H -3.342 -2.264 22.791 0.1 0.1 0.0 0.109
C -4.510 0.363 28.050 0.5 0.6 0.4 -0.059
C -4.357 1.184 26.759 1.7 -1.3 0.0 -0.453
C -2.870 1.626 26.599 -0.1 -0.7 0.9 -0.051
O -4.655 0.332 25.680 -1.0 1.2 -0.7 -0.068
H -5.531 0.022 28.226 -0.1 0.6 0.2 0.084
H -4.057 0.980 28.825 -0.7 0.0 0.6 0.065
H -3.930 -0.556 28.133 0.4 -0.1 -0.8 0.064
H -5.012 2.054 26.813 -0.2 -0.1 -0.3 0.132
H -2.274 0.715 26.534 -0.1 -0.3 -0.4 0.050
H -2.498 2.038 27.537 0.0 0.7 -0.1 0.061
H -2.594 2.235 25.738 -0.5 0.2 0.1 0.075
H -4.436 -0.567 25.936 0.1 -0.6 -0.1 0.017
C 0.724 -9.072 24.866 0.1 0.3 0.1 -0.030
C 2.218 -8.675 24.969 -0.7 -2.0 -0.2 -0.478
C 3.067 -9.623 24.145 0.1 0.2 -0.5 -0.053
O 2.419 -7.359 24.541 0.3 0.0 -0.1 -0.056
H 0.507 -10.140 24.861 0.5 -0.2 0.2 0.072
H 0.310 -8.705 23.927 0.0 0.3 0.1 0.065
H 0.181 -8.663 25.718 -0.2 0.3 -0.1 0.060
H 2.527 -8.801 26.006 0.1 0.2 0.3 0.134
H 4.117 -9.334 24.199 0.1 -0.1 0.1 0.081
H 2.784 -9.570 23.093 -0.1 0.1 -0.1 0.081
H 2.931 -10.664 24.437 0.1 0.1 0.3 0.078
H 2.303 -6.830 25.333 -0.4 0.9 0.0 0.036
C 0.598 1.072 23.828 0.0 0.6 0.7 -0.067
C 1.777 0.930 22.886 -0.8 -1.2 -0.1 -0.499
C 1.586 -0.269 21.969 0.5 0.0 -0.4 -0.053
O 1.903 2.083 22.087 0.7 0.5 0.2 -0.034
H -0.351 1.151 23.297 -0.1 -0.1 -0.2 0.083
H 0.709 1.995 24.396 0.0 0.2 0.0 0.080
H 0.492 0.294 24.584 0.2 -0.3 -0.2 0.057
H 2.694 0.748 23.447 0.1 0.6 0.1 0.120
H 2.495 -0.439 21.393 0.1 0.0 0.0 0.081
H 0.839 0.013 21.227 -0.4 -0.4 0.1 0.084
H 1.362 -1.203 22.484 -0.3 0.1 0.0 0.058
H 1.034 2.297 21.742 -0.1 0.0 -0.1 0.088
C -2.782 -9.142 26.903 0.3 -0.7 0.8 -0.180
O -3.805 -8.518 26.172 0.4 -0.3 -0.5 -0.106
H -3.176 -9.754 27.715 -0.3 0.2 0.5 0.067
H -2.218 -9.917 26.383 -0.2 0.4 -1.0 0.073
H -2.048 -8.452 27.319 0.0 0.3 0.0 0.061
H -4.251 -7.919 26.776 -0.1 0.2 0.2 0.028
C 2.550 -7.951 36.313 -0.5 0.5 -0.8 -0.154
O 2.971 -7.533 35.050 1.6 0.4 -1.3 -0.148
H 2.340 -9.018 36.240 -0.2 -0.1 0.7 0.078
H 3.361 -7.728 37.006 -0.3 -0.2 0.2 0.081
H 1.667 -7.335 36.481 -0.2 -0.5 1.1 0.076
H 2.255 -7.244 34.479 -0.3 -0.3 -0.1 0.016
C 4.527 -7.263 31.915 -0.7 0.0 -0.1 -0.131
O 5.085 -7.827 30.735 0.9 0.2 0.1 -0.132
H 3.901 -6.438 31.574 -0.4 -0.2 0.2 0.081
H 3.977 -8.082 32.379 -0.5 0.5 0.5 0.087
H 5.218 -6.829 32.638 0.5 -0.2 -0.2 0.079
H 5.680 -8.504 31.066 0.2 -0.3 -0.4 0.095
C 3.872 -2.173 30.415 -0.3 -0.9 -0.3 -0.142
O 5.277 -2.105 30.580 -0.1 0.7 -0.3 -0.118
H 3.594 -3.223 30.324 -0.2 -0.3 -0.3 0.068
H 3.249 -1.814 31.234 0.4 0.6 0.2 0.084
H 3.587 -1.684 29.483 0.1 0.1 0.1 0.069
H 5.488 -2.426 31.460 0.1 -0.3 0.4 0.044
C 0.755 -5.610 33.606 -0.3 0.9 0.2 -0.145
O 1.065 -6.815 32.968 0.6 -0.1 -0.1 -0.127
H -0.058 -5.062 33.129 -0.1 -0.1 -0.2 0.059
H 0.461 -5.748 34.646 0.0 -0.1 0.3 0.086
H 1.620 -4.948 33.577 0.0 -0.2 0.1 0.062
H 0.244 -7.270 32.768 -0.5 -0.2 -0.1 0.038
C 1.687 -8.329 29.799 -1.4 -0.1 -0.6 -0.186
O 2.853 -8.987 29.451 0.8 -0.2 0.3 -0.102
H 0.966 -8.864 29.181 -0.6 0.5 0.0 0.072
H 1.325 -8.390 30.826 0.4 -0.4 0.4 0.060
H 1.672 -7.261 29.585 0.2 0.2 -0.4 0.061
H 3.591 -8.539 29.870 0.6 0.0 0.1 0.024
C -4.048 -3.237 26.834 -0.7 0.3 0.0 -0.136
O -4.102 -2.268 25.820 -0.3 0.6 0.7 -0.134
H -4.426 -4.169 26.413 0.6 -0.5 0.3 0.082
H -3.049 -3.240 27.268 0.0 -0.6 0.1 0.072
H -4.758 -2.981 27.620 0.0 0.3 0.1 0.080
H -3.954 -2.672 24.962 0.2 -0.1 -0.7 0.032
C 4.080 -3.994 33.593 -0.4 -0.9 1.3 -0.164
O 5.303 -3.478 33.170 0.7 0.4 -1.1 -0.109
H 3.825 -3.527 34.544 -0.6 0.3 -0.1 0.092
H 3.287 -3.909 32.850 0.4 0.5 -0.1 0.067
H 4.144 -5.055 33.835 0.1 -0.3 -0.1 0.062
H 5.983 -3.650 33.826 -0.1 0.0 0.0 0.099
C 3.308 -5.731 27.204 -0.3 0.3 0.6 -0.119
O 1.983 -5.699 26.652 1.6 -1.0 -0.5 -0.144
H 4.115 -5.882 26.487 -0.4 -0.1 -0.6 0.086
H 3.540 -4.781 27.686 0.0 0.1 0.2 0.068
H 3.397 -6.540 27.929 0.0 -0.1 0.2 0.071
H 1.449 -5.050 27.115 -0.5 0.8 0.0 0.018
C -5.159 -6.466 29.501 0.8 -1.0 0.8 -0.124
O -4.849 -6.559 28.114 -0.6 0.5 0.4 -0.115
H -4.743 -5.601 30.019 -0.3 0.6 -0.5 0.056
H -6.221 -6.587 29.715 -0.1 0.2 -0.1 0.093
H -4.651 -7.291 29.999 -0.1 -0.3 -0.1 0.059
H -5.548 -6.033 27.719 0.2 0.1 -0.6 0.081
```
Forces are in eV/Å.

Values from the calculation:
Frontier orbital gap   0.3379 Ha
LUMO   0.03 eV

No. 6
Density functional theory data (the ωB97M-V functional and the def2-TZVPD basis) for a 2-piece molecular cluster, C3H10N2O overall in a non-equilibrium geometry.

The geometry in XYZ format:
```
16
Properties=species:S:1:pos:R:3:forces:R:3:mulliken_spin:R:1
O 2.257 -0.359 -0.853 -0.4 0.8 1.2 0.767
C 1.960 0.079 0.246 0.2 1.2 -1.7 -0.018
C 1.864 1.599 0.650 1.8 -0.8 -2.0 0.140
H 2.114 -0.594 1.065 -0.2 -1.1 0.9 0.090
H 2.927 1.929 0.368 -1.2 -0.3 0.7 -0.003
H 1.668 1.695 1.701 -0.3 0.0 0.2 0.000
H 1.228 2.118 -0.065 -0.3 0.0 0.3 0.000
N -3.175 -0.506 -0.083 1.1 -0.7 -0.9 0.011
C -1.803 -0.004 0.238 -1.7 1.0 0.4 -0.001
N -0.592 -0.768 -0.223 -1.1 0.9 0.5 0.015
H -3.405 -0.612 -1.092 0.6 0.6 0.8 -0.001
H -3.266 -1.457 0.259 -0.2 0.0 0.4 0.000
H -1.820 1.037 -0.177 0.6 -0.9 0.4 0.000
H -1.842 0.070 1.368 0.6 -0.1 -1.3 0.000
H -0.840 -1.729 -0.030 0.4 -0.5 0.1 0.000
H -0.576 -0.698 -1.235 0.1 -0.1 -0.2 -0.001
```
Forces are in eV/Å.

Values from the calculation:
Frontier orbital gap (spin up / spin down)   0.2799 / 0.1393 Ha
⟨S²⟩   0.758
Total charge   +1
LUMO (spin up / spin down)   -5.50 / -9.22 eV
2S+1   2